# 1
Below is C17H22N5O5ScSe6 as an isolated structure in a non-equilibrium geometry, with properties calculated with ωB97M-V/def2-TZVPD.

```
56
Properties=species:S:1:pos:R:3:forces:R:3:mulliken_charge:R:1
Sc -0.608 0.950 1.504 0.859 -0.439 -0.288 0.339
C 1.772 -2.568 3.225 -0.112 0.048 0.031 -1.103
C 0.844 -1.527 3.051 0.091 0.100 0.128 0.225
N 0.985 -0.606 2.122 -0.086 -0.222 -0.329 0.619
C 2.088 -0.636 1.337 -0.086 0.001 0.009 -0.183
C 3.062 -1.628 1.443 0.085 -0.073 -0.002 0.979
C 2.868 -2.628 2.414 0.043 0.028 -0.009 -0.727
C 4.191 -1.615 0.559 -0.045 -0.001 0.000 -0.851
C 4.326 -0.653 -0.377 -0.034 0.036 0.036 -0.954
C 3.352 0.393 -0.492 0.083 0.074 -0.057 1.309
C 3.439 1.412 -1.457 0.008 -0.030 -0.019 -0.895
C 2.465 2.370 -1.523 -0.070 -0.004 0.053 -0.842
C 1.392 2.308 -0.622 0.071 0.050 0.002 -0.470
N 1.286 1.358 0.280 -0.045 -0.172 -0.037 0.955
C 2.246 0.406 0.359 0.003 0.104 -0.082 -0.529
H 1.583 -3.309 3.989 0.026 0.020 0.027 0.419
H -0.009 -1.428 3.715 0.022 -0.001 0.033 0.032
H 3.595 -3.427 2.508 0.001 0.003 0.006 0.376
H 4.924 -2.408 0.650 -0.003 -0.006 -0.002 0.357
H 5.164 -0.656 -1.065 0.017 0.014 0.015 0.365
H 4.273 1.416 -2.149 0.000 0.000 0.000 0.365
H 2.489 3.154 -2.267 0.015 0.012 0.008 0.417
H 0.588 3.035 -0.645 -0.018 -0.025 -0.032 0.534
O 0.080 0.275 -4.092 -0.061 -0.038 0.023 -0.701
C -0.907 0.891 -3.249 0.011 0.043 -0.051 -0.538
C -2.051 -0.062 -2.897 -0.006 -0.009 -0.021 2.161
C -2.850 -0.360 -4.180 -0.051 -0.018 0.014 -1.161
O -2.099 -0.986 -5.211 -0.014 0.057 -0.065 -0.605
C -3.037 0.615 -1.929 0.105 -0.093 0.060 -1.603
Se -2.367 1.787 -0.492 0.164 0.048 -0.042 -0.285
C -1.535 -1.400 -2.334 0.057 0.046 0.018 -1.531
Se 0.099 -1.321 -1.235 -0.042 -0.058 0.146 -0.370
H 0.524 -0.352 -3.484 0.076 0.015 0.007 0.363
H -1.297 1.762 -3.785 0.017 -0.011 -0.028 0.576
H -0.436 1.236 -2.331 -0.036 0.012 0.015 -0.209
H -3.274 0.587 -4.546 -0.015 -0.015 -0.015 0.401
H -3.686 -1.030 -3.947 -0.010 0.021 0.024 0.382
H -1.201 -0.615 -5.145 0.022 -0.060 0.052 0.480
H -3.655 -0.164 -1.477 -0.063 0.022 -0.054 0.428
H -3.702 1.273 -2.492 -0.015 -0.013 0.001 0.436
H -1.329 -2.078 -3.161 -0.007 -0.016 0.014 0.410
H -2.331 -1.851 -1.737 -0.035 -0.034 -0.072 0.474
Se 1.708 2.140 3.376 -0.537 0.028 -0.039 -0.339
Se 0.129 2.884 4.940 0.269 -0.585 0.409 -0.310
Se -0.206 0.985 6.355 -0.253 0.117 -0.374 -0.226
Se -1.979 -0.366 5.546 0.366 0.103 -0.011 -0.666
N -1.946 -2.112 2.277 -0.068 0.105 0.048 -0.650
N -2.025 -0.907 1.504 -0.054 0.173 -0.106 0.137
H -2.751 -2.692 2.062 -0.029 0.022 0.084 0.261
H -2.009 -1.822 3.257 -0.009 -0.022 0.032 -0.035
H -2.934 -0.452 1.570 -0.031 -0.020 -0.018 0.336
H -1.848 -1.141 0.524 0.101 -0.073 0.040 -0.105
O -2.531 3.834 2.881 -0.048 0.240 0.221 -0.652
N -1.864 2.937 2.475 -0.328 -0.497 -0.680 1.098
O -2.135 1.698 2.710 -0.065 0.726 0.531 -0.276
O -0.873 3.093 1.687 -0.237 0.267 0.347 -0.418
```
Forces are in eV/Å.

Output
LUMO ... 0.1499 Eh
Energy above the lowest of the compared OMol25 structures with the same formula, charge and spin ... 110.7 kJ/mol
Net charge ... -2

=====

# 2
Below is C4H5N3O as an isolated structure in a non-equilibrium geometry, with properties calculated with ωB97M-V/def2-TZVPD.

```
13
Properties=species:S:1:pos:R:3:forces:R:3:mulliken_charge:R:1
C 0.286 1.554 0.855 0.781 4.635 1.726 -0.773
C 0.105 0.281 0.325 2.192 -7.083 1.648 0.532
C 0.700 -2.022 0.267 -1.809 2.742 -0.827 -0.026
C -0.545 -0.106 -0.871 -0.394 2.769 3.270 0.507
H 1.626 1.695 1.309 -4.608 -0.301 -1.540 0.276
H -0.014 2.167 -0.244 0.955 -0.390 4.129 0.260
H -0.569 1.685 2.030 2.696 0.006 -4.033 0.261
H 1.228 -2.640 0.946 0.398 -1.687 -0.473 0.414
H -1.576 0.852 -2.113 -0.419 0.109 0.966 0.346
N 0.596 -0.796 1.009 -0.097 -0.392 -3.073 -0.511
N 0.184 -2.304 -1.000 0.876 2.453 4.248 -0.545
N -0.589 -1.239 -1.377 0.325 -3.289 -2.645 -0.255
O -1.433 0.872 -1.134 -0.897 0.428 -3.397 -0.484
```
Forces are in eV/Å.

Output
LUMO ... -0.0195 Eh
Energy above the lowest of the compared OMol25 structures with the same formula, charge and spin ... 621.4 kJ/mol

=====

# 3
Below is C10H9N3O as an isolated structure in a non-equilibrium geometry, with properties calculated with ωB97M-V/def2-TZVPD.

```
23
Properties=species:S:1:pos:R:3:forces:R:3:mulliken_charge:R:1
C -3.438 -1.143 -0.313 0.122 1.453 0.871 0.097
C -0.747 1.703 -1.084 2.021 -2.609 2.714 0.133
C 3.312 -0.061 -0.448 -0.600 0.264 0.597 -0.556
C 2.931 -1.404 -0.362 0.777 -0.691 0.325 -0.386
C 2.251 0.750 -0.217 0.673 -1.011 -0.532 -0.543
C 1.593 -1.388 -0.156 0.548 1.129 0.176 -0.509
C -0.252 1.495 1.298 -1.555 -0.187 0.286 -0.214
C -2.689 0.008 0.076 1.134 -1.365 2.451 -0.346
C -1.217 -0.579 0.303 0.044 -1.757 0.140 -0.685
C -0.095 0.414 0.299 -3.045 0.917 -2.041 0.526
N -4.101 -2.021 -0.552 -1.528 -2.442 -0.806 -0.419
N -1.120 2.161 -2.056 -0.649 0.983 -1.527 -0.491
N 1.154 -0.033 -0.037 0.291 -2.050 0.036 0.233
O -1.214 1.768 1.962 -0.111 -0.803 0.021 -0.446
H 4.292 0.219 -0.515 2.188 1.035 -0.619 0.511
H 3.700 -2.233 -0.320 -1.615 0.877 -0.237 0.340
H 2.100 1.722 -0.527 -0.022 2.138 -0.023 0.444
H 1.076 -2.212 0.174 -1.727 -1.362 0.477 0.393
H 0.567 2.090 1.268 2.975 2.368 0.433 0.514
H -2.824 0.692 -0.685 0.460 1.630 -1.713 0.356
H -3.142 0.493 0.995 0.803 -0.823 -0.878 0.344
H -0.884 -1.421 -0.490 -1.426 1.856 1.869 0.392
H -1.255 -1.023 1.386 0.241 0.450 -2.021 0.311
```
Forces are in eV/Å.

Output
LUMO ... -0.0380 Eh
Energy above the lowest of the compared OMol25 structures with the same formula, charge and spin ... 450.9 kJ/mol

=====

Among the records above, which one has the lowest energy above the lowest of the compared OMol25 structures with the same formula, charge and spin? C17H22N5O5ScSe6